[1]
Entry from OMol25: a cluster of 2 separate species, C33H52Cl3O8 in total (ωB97M-V with the def2-TZVPD basis set).

The HOMO-LUMO gap comes out at 3.42 eV. For the calculated total energy, the calculation gives -89006.7510 eV. The molar mass is 683.130 u. Its net charge is -1. Its maximum force is 0.044 hartree/bohr.

Positions of all 96 atoms, in Å:
C 4.815 1.700 -0.352
C 4.249 0.500 -0.173
C 3.916 0.084 1.282
C 4.186 -1.413 1.553
C 3.659 -2.413 0.494
C 4.531 -3.690 0.474
C 4.162 -4.640 -0.655
O 4.089 -5.841 -0.523
O 3.938 -4.051 -1.899
C 2.546 -4.314 -2.246
C 2.063 -3.209 -3.205
O 2.651 0.556 1.738
C 1.575 -0.032 1.057
C 0.242 0.730 1.390
O -0.772 -0.256 1.272
C -1.966 0.200 0.667
Cl -2.520 1.812 1.261
C -3.047 -0.820 1.098
C -4.400 -0.637 0.371
C -4.988 -1.884 -0.272
C -6.285 -1.784 -0.787
C -6.876 -2.849 -1.420
C -6.221 -4.064 -1.586
C -4.951 -4.176 -1.059
C -4.351 -3.096 -0.429
C -1.735 0.182 -0.874
O -1.343 1.433 -1.419
C -0.115 1.392 -2.104
C -0.042 2.464 -3.197
O -1.021 2.288 -4.212
C -0.489 1.770 -5.416
C -0.333 0.220 -5.304
O -0.950 -0.368 -6.453
C -0.830 -1.786 -6.364
C -1.890 -2.421 -5.427
C 0.341 1.227 2.830
Cl -0.105 0.062 4.064
C 0.723 2.461 3.140
C 1.118 3.468 2.079
Cl 0.826 2.970 4.805
H 5.593 1.897 -1.094
H 4.510 2.554 0.265
H 4.003 -0.117 -1.038
H 4.652 0.634 1.882
H 3.861 -1.700 2.562
H 5.285 -1.520 1.573
H 2.670 -2.756 0.847
H 3.503 -1.998 -0.504
H 4.453 -4.238 1.420
H 5.593 -3.423 0.355
H 2.437 -5.323 -2.665
H 1.975 -4.283 -1.308
H 1.459 -2.501 -2.621
H 1.474 -3.598 -4.042
H 2.947 -2.693 -3.601
H 1.668 -0.012 -0.044
H 1.422 -1.074 1.382
H 0.171 1.546 0.666
H -3.162 -0.656 2.177
H -2.584 -1.807 0.983
H -4.312 0.175 -0.365
H -5.114 -0.258 1.117
H -6.877 -0.873 -0.713
H -7.885 -2.782 -1.830
H -6.663 -4.915 -2.098
H -4.413 -5.116 -1.178
H -3.340 -3.249 -0.057
H -0.960 -0.584 -1.037
H -2.620 -0.163 -1.429
H 0.086 0.428 -2.599
H 0.744 1.589 -1.429
H 0.972 2.484 -3.634
H -0.185 3.463 -2.754
H 0.459 2.243 -5.715
H -1.220 1.924 -6.220
H -0.932 -0.074 -4.430
H 0.726 -0.078 -5.244
H 0.183 -2.057 -6.021
H -0.966 -2.166 -7.385
H -2.809 -1.824 -5.433
H -1.523 -2.536 -4.399
H -2.105 -3.422 -5.823
H 1.880 3.087 1.386
H 1.572 4.323 2.596
H 0.264 3.825 1.488
C -0.389 5.378 9.432
C -0.649 6.395 8.297
C 0.517 6.294 7.286
O -0.674 7.639 8.820
H 0.547 5.591 9.954
H -1.202 5.395 10.164
H -0.323 4.348 9.038
H -1.558 6.024 7.754
H 1.478 6.528 7.751
H 0.370 6.980 6.447
H 0.591 5.275 6.868

Atomic partial charges in e from the Mulliken method, atoms 1 to 6: -0.917, -0.188, 0.314, -1.417, 0.089, -0.614

[2]
Entry from OMol25: a structure of composition C33H52N3O2OsP2 (ωB97M-V with the def2-TZVPD basis set).

Its expectation value of S² is 6.03. As for the spin multiplicity: 5. The HOMO-LUMO gap (alpha / beta) comes out at 5.56 / 5.34 eV. For the calculated total energy, the calculation gives -64648.3963 eV. The molar mass is 774.976 u. Its net charge is +3. Its maximum force is 0.126 hartree/bohr.

Positions of all 93 atoms, in Å:
C 2.044 -2.003 -0.884
C 1.670 0.106 -1.858
C 2.970 -2.314 -1.873
C 2.545 -0.174 -2.901
C 3.218 -1.397 -2.885
H 3.457 -3.286 -1.813
H 2.687 0.578 -3.673
H 3.937 -1.627 -3.671
N 1.521 -0.767 -0.840
P -0.084 -2.448 0.825
P 0.818 2.056 0.027
C 1.557 -2.996 0.144
H 1.475 -3.993 -0.310
H 2.278 -3.079 0.973
C 0.762 1.303 -1.750
H 0.985 2.056 -2.511
C -0.479 3.465 -0.061
C 2.550 2.807 0.222
C -1.288 -3.244 -0.417
C -0.165 -3.357 2.491
C -1.813 2.975 0.523
H -1.739 2.736 1.590
H -2.561 3.774 0.407
H -2.187 2.089 -0.001
C -0.026 4.679 0.767
H 0.152 4.423 1.820
H 0.867 5.156 0.347
H -0.833 5.428 0.743
C -0.754 3.926 -1.504
H -1.445 4.781 -1.445
H 0.140 4.270 -2.033
H -1.249 3.151 -2.103
C 2.694 3.350 1.665
H 2.130 2.751 2.395
H 3.751 3.301 1.964
H 2.384 4.398 1.745
C 3.645 1.746 0.015
H 3.568 0.918 0.726
H 3.640 1.353 -1.008
H 4.616 2.235 0.188
C 2.770 3.915 -0.836
H 1.977 3.978 -1.591
H 2.891 4.897 -0.360
H 3.708 3.717 -1.376
C -1.570 -3.182 3.087
H -1.529 -3.453 4.153
H -1.914 -2.141 3.018
H -2.307 -3.840 2.614
C 0.850 -2.740 3.470
H 1.874 -2.772 3.076
H 0.586 -1.711 3.744
H 0.838 -3.334 4.396
C 0.186 -4.850 2.376
H 0.439 -5.215 3.381
H -0.654 -5.462 2.035
H 1.058 -5.024 1.734
C -1.022 -2.786 -1.864
H -1.667 -3.372 -2.535
H -1.279 -1.731 -1.995
H 0.014 -2.955 -2.176
C -2.709 -2.811 -0.023
H -2.767 -1.717 0.065
H -3.403 -3.135 -0.814
H -3.036 -3.276 0.915
C -1.184 -4.780 -0.425
H -0.157 -5.126 -0.610
H -1.578 -5.227 0.492
H -1.811 -5.152 -1.250
Os 0.214 -0.114 0.773
C 1.567 -0.037 2.031
O 2.466 0.022 2.795
N -1.154 0.152 -0.748
C -0.708 0.740 -1.801
C -1.469 0.809 -3.072
C -2.863 0.649 -3.012
C -0.831 1.000 -4.313
C -3.629 0.772 -4.177
H -3.323 0.445 -2.040
C -1.601 1.109 -5.470
H 0.259 1.055 -4.357
C -2.995 1.011 -5.406
H -4.710 0.682 -4.122
H -1.098 1.274 -6.425
H -3.591 1.124 -6.311
C -0.384 1.389 4.402
C -1.474 0.788 3.569
N -2.705 0.781 4.106
O -1.347 0.271 2.414
H -0.819 1.933 5.254
H 0.210 2.091 3.798
H 0.288 0.607 4.794
H -3.482 0.433 3.556
H -2.865 1.167 5.023

Atomic partial charges in e from the Mulliken method, atoms 1 to 6: 0.081, 0.043, -0.707, -0.400, -1.131, 0.638

Q: Among the records above, which one has the lowest calculated total energy?
A: C33H52Cl3O8